125
Properties=species:S:1:pos:R:3:forces:R:3 method="wB97M-V/def2-TZVPD" de_lowest_kcal_mol=22.7 homo_lumo_gap_ev="5.86 / 5.04" s2=0.79 fmax_ha_per_bohr=0.0276 energy_ha=-4319.7329 spin_multiplicity=2
V -0.11386 -0.25654 0.50941 0.367 1.318 -0.378
C -0.03370 -0.29237 4.96996 0.114 0.144 -0.114
C 0.11586 0.16791 3.64297 0.224 0.042 0.054
N -0.44235 -0.39548 2.59703 -0.660 -0.610 0.341
C -1.29287 -1.47099 2.83552 0.107 0.407 -0.325
C -1.42305 -2.03995 4.10272 -0.070 -0.191 0.336
C -0.76983 -1.40859 5.19718 -0.075 -0.140 -0.138
C -2.19820 -3.21774 4.26509 0.104 0.159 0.071
C -2.80571 -3.75933 3.17521 -0.005 0.079 -0.244
C -2.73142 -3.14413 1.90369 -0.236 -0.133 0.114
C -2.04119 -1.96512 1.70574 0.274 0.181 0.058
N -1.94186 -1.16518 0.58024 -0.075 -0.442 0.428
C -2.95970 -0.99451 -0.31793 0.287 0.085 -0.058
C -3.94694 -1.88759 -0.69154 -0.273 0.046 -0.202
C -4.98134 -1.51971 -1.58537 0.186 -0.171 0.157
C -5.04985 -0.27883 -2.13740 0.133 0.216 0.025
C -4.04697 0.67107 -1.80378 -0.250 0.006 -0.216
C -4.05192 1.98406 -2.32697 -0.086 -0.065 -0.040
C -3.07233 2.85778 -1.96714 0.178 -0.042 0.115
C -2.06993 2.40890 -1.08045 0.019 0.143 -0.266
N -2.02153 1.20131 -0.58143 -0.301 -0.268 0.298
C -3.00968 0.32091 -0.92236 0.315 -0.023 0.120
H 0.47938 0.23324 5.76353 -0.011 -0.002 0.022
H 0.77474 1.00517 3.44582 -0.010 0.014 0.033
H -0.87895 -1.83058 6.18858 0.009 0.013 0.022
H -2.27463 -3.66828 5.24596 -0.015 -0.019 0.015
H -3.37030 -4.67833 3.26874 -0.008 -0.014 0.002
H -3.22520 -3.63809 1.08704 0.034 -0.025 0.027
H -3.93794 -2.90006 -0.33561 -0.011 0.002 -0.021
H -5.72567 -2.26422 -1.84002 -0.010 -0.008 0.006
H -5.83770 0.00006 -2.82486 -0.017 -0.005 -0.006
H -4.84329 2.27663 -3.00774 -0.001 -0.007 0.000
H -3.04296 3.87346 -2.33852 -0.001 0.000 0.002
H -1.27374 3.09290 -0.81273 -0.027 -0.025 0.083
C 3.56693 2.75652 1.41500 0.006 -0.045 -0.022
N 2.44959 1.87575 1.08573 0.198 0.060 -0.025
P 2.50078 0.16204 0.99447 -0.410 -0.113 -0.072
C 3.92067 -0.17962 -0.10110 0.049 -0.009 0.007
C 4.66966 -1.34469 0.06391 0.039 -0.013 -0.036
C 5.68571 -1.65844 -0.82376 -0.005 0.025 0.001
C 5.97873 -0.81100 -1.88414 -0.019 0.027 -0.029
C 5.24550 0.35352 -2.05309 -0.006 -0.026 0.023
C 4.22079 0.65901 -1.16721 -0.029 0.118 -0.045
C 3.16597 -0.48934 2.56108 0.137 0.043 0.059
C 2.55578 -1.60943 3.11513 -0.086 -0.056 0.019
C 3.06674 -2.19444 4.26629 -0.045 0.004 -0.003
C 4.18282 -1.65563 4.88432 0.030 0.031 0.010
C 4.80414 -0.53835 4.33786 -0.027 -0.025 -0.019
C 4.30893 0.02815 3.17476 0.046 0.046 0.009
P 0.86173 2.39480 0.76089 -0.224 -0.587 0.016
C 0.20957 3.25864 2.22087 0.047 0.207 0.093
C 0.92015 4.19153 2.98200 0.040 -0.076 0.003
C 0.34916 4.76238 4.10660 -0.076 -0.024 0.012
C -0.95190 4.42888 4.47030 0.026 0.039 0.020
C -1.67537 3.52659 3.70866 0.030 -0.031 -0.058
C -1.09343 2.93935 2.59142 -0.085 -0.042 0.017
C 1.07618 3.79060 -0.41368 -0.046 0.037 0.127
C 0.50506 5.04311 -0.19506 0.042 0.102 0.003
C 0.58963 6.04150 -1.15806 0.014 -0.056 -0.021
C 1.24446 5.80293 -2.35629 0.008 -0.009 0.022
C 1.80362 4.55379 -2.59312 -0.027 0.013 0.018
C 1.70796 3.55923 -1.63388 0.019 -0.158 -0.114
H 4.49373 2.34851 1.00643 -0.006 0.012 0.025
H 3.67842 2.87772 2.49487 0.015 0.021 -0.011
H 3.40750 3.73655 0.96206 0.001 0.019 -0.005
H 4.44263 -2.01932 0.87723 0.004 0.006 0.021
H 6.25102 -2.57130 -0.68799 0.017 -0.007 0.005
H 6.77630 -1.05652 -2.57287 0.011 -0.007 -0.011
H 5.46725 1.02759 -2.87095 0.016 0.001 -0.006
H 3.66194 1.57645 -1.29667 0.037 -0.018 0.005
H 1.67708 -2.02590 2.63507 0.028 0.021 0.009
H 2.57727 -3.06700 4.67908 0.012 -0.012 0.014
H 4.57718 -2.10592 5.78618 0.000 -0.010 0.008
H 5.68569 -0.11965 4.80598 0.006 -0.008 0.011
H 4.83881 0.86628 2.73969 -0.037 -0.026 -0.017
H 1.92454 4.47822 2.69842 0.008 -0.006 -0.019
H 0.91282 5.47174 4.69803 0.008 0.016 0.007
H -1.39845 4.87725 5.34832 0.001 0.002 0.011
H -2.68636 3.26033 3.98623 -0.019 0.010 0.017
H -1.64675 2.20500 2.01386 0.033 -0.005 -0.008
H -0.01614 5.25128 0.72934 -0.001 -0.021 0.020
H 0.14033 7.00706 -0.96686 -0.003 0.016 0.004
H 1.31462 6.58202 -3.10310 -0.004 0.015 -0.025
H 2.30251 4.34788 -3.53150 0.012 0.012 -0.017
H 2.10662 2.57676 -1.85490 -0.038 -0.012 0.040
C 2.39826 -8.61926 -2.37042 0.028 -0.045 -0.006
C 1.15144 -7.90215 -1.85010 0.038 0.087 -0.020
C 0.12081 -7.85070 -2.98448 -0.021 0.000 -0.041
C 0.56788 -8.71831 -0.68906 -0.022 0.001 0.026
C 1.47373 -6.49076 -1.35032 -0.074 0.038 0.080
C 2.77536 -6.10080 -1.04621 0.030 0.052 -0.022
C 3.08216 -4.83100 -0.53690 -0.108 -0.187 -0.093
C 2.03497 -3.96740 -0.33936 0.193 -0.101 -0.036
O 2.05357 -2.69885 0.13754 -0.602 0.515 0.137
B 0.67449 -2.21300 0.17048 0.233 -0.911 0.007
O -0.11219 -3.31869 -0.33920 0.142 0.507 0.155
C 0.73175 -4.33929 -0.62848 -0.119 -0.075 -0.035
C 0.42297 -5.58080 -1.12888 0.196 -0.094 0.003
H 2.11532 -9.57128 -2.82244 -0.021 -0.024 0.011
H 3.10275 -8.83785 -1.56742 0.016 0.000 0.021
H 2.91935 -8.02856 -3.12498 -0.026 0.023 -0.042
H -0.03098 -8.85167 -3.39311 -0.016 -0.018 0.000
H 0.44792 -7.19677 -3.79426 0.062 0.001 -0.004
H -0.84702 -7.48983 -2.63889 -0.027 0.008 0.016
H 0.28836 -9.72001 -1.02396 0.005 -0.025 -0.014
H -0.32123 -8.23478 -0.28170 -0.014 0.007 -0.003
H 1.29528 -8.81616 0.11870 0.007 0.013 0.001
H 3.59081 -6.79067 -1.20949 0.016 0.009 0.009
H 4.10140 -4.54602 -0.31603 0.033 0.005 0.017
H -0.60766 -5.83158 -1.33299 -0.052 -0.026 -0.012
C 1.82156 0.68705 -4.42579 -0.012 -0.010 -0.122
C 0.51554 -0.03079 -4.06956 0.110 -0.049 0.245
C -0.68906 0.73555 -4.62401 -0.027 0.024 0.005
C 0.53297 -1.46919 -4.59911 0.009 -0.012 -0.040
C 0.40186 -0.07837 -2.59846 -0.157 0.001 -0.279
N 0.24398 -0.15412 -1.46045 0.218 0.123 -0.454
H 1.93814 0.69252 -5.51119 0.010 0.006 0.003
H 2.68164 0.18222 -3.98747 0.033 -0.023 0.029
H 1.80334 1.72031 -4.07968 -0.001 0.038 0.025
H -0.63760 0.73903 -5.71351 0.001 0.012 -0.033
H -0.69436 1.76716 -4.27043 0.003 0.007 0.021
H -1.62542 0.26656 -4.32270 -0.025 -0.023 0.019
H 0.59827 -1.44531 -5.68802 0.010 -0.024 -0.022
H -0.37444 -2.00110 -4.31619 -0.031 0.002 0.017
H 1.38741 -2.02122 -4.20787 0.013 0.005 0.011